Entry 1:
A 5-piece molecular cluster, C14H7Cl12F9O7S overall in a non-equilibrium geometry, computed with the ωB97M-V functional and the def2-TZVPD basis.

Results
* highest occupied orbital energy: -11.157 eV
* SMILES: O=C(O)CC1=C(S(=O)(=O)C(F)(F)C(F)(F)C(F)(F)C(F)(F)F)C(=O)OC1=O.ClC(Cl)Cl.ClC(Cl)Cl.ClC(Cl)Cl.ClC(Cl)Cl
* total energy: -7883.59936 Ha

```
! RIJCOSX wB97M-V def2-TZVPD def2/J DEFGRID3
* xyz 0 1
O 0.429 4.737 -1.877
C -0.374 3.870 -2.032
O -1.613 4.067 -2.561
C -0.095 2.427 -1.584
C 0.751 1.735 -2.604
C 1.808 0.928 -2.456
S 2.579 0.342 -0.975
O 3.503 -0.665 -1.383
O 3.050 1.415 -0.159
C 1.229 -0.642 -0.103
F 1.798 -1.774 0.263
F 0.340 -0.926 -1.070
C 0.409 -0.066 1.119
F 0.031 -1.133 1.833
F -0.698 0.501 0.615
C 1.000 0.966 2.125
F 1.058 2.175 1.580
F 0.080 1.046 3.105
C 2.365 0.584 2.812
F 2.982 -0.389 2.153
F 2.163 0.194 4.055
F 3.153 1.648 2.836
C 2.319 0.542 -3.818
O 3.226 -0.120 -4.164
O 1.482 1.177 -4.747
C 0.537 1.891 -4.090
O -0.292 2.545 -4.636
H -1.557 4.051 -3.529
H 0.468 2.489 -0.655
H -1.038 1.887 -1.474
Cl -5.124 -1.557 3.883
C -3.728 -1.875 2.856
Cl -4.200 -1.997 1.158
Cl -2.489 -0.639 3.052
H -3.305 -2.826 3.150
Cl 4.934 -2.025 6.407
C 5.092 -0.293 6.704
Cl 6.731 0.108 7.219
Cl 4.626 0.629 5.278
H 4.417 -0.030 7.508
Cl -1.919 -2.764 -2.423
C -0.673 -3.513 -3.427
Cl -1.204 -3.620 -5.103
Cl 0.856 -2.639 -3.307
H -0.508 -4.517 -3.060
Cl -7.841 -1.175 -0.289
C -6.997 -1.599 -1.775
Cl -5.868 -0.326 -2.243
Cl -6.159 -3.142 -1.605
H -7.732 -1.702 -2.563
*
```


Entry 2:
C14H7F12N2O6S2 as an isolated structure in a non-equilibrium geometry, computed with the ωB97M-V functional and the def2-TZVPD basis.

Results
* highest occupied orbital energy: -6.495 eV
* total energy: -3093.47776 Ha

```
! RIJCOSX wB97M-V def2-TZVPD def2/J DEFGRID3
* xyz -1 1
C 2.412 0.591 -1.810
C 1.683 1.823 -1.318
C 2.420 3.011 -1.353
C 1.853 4.196 -0.949
C 0.537 4.216 -0.526
C -0.251 3.066 -0.463
C -1.672 3.232 0.013
C 0.341 1.840 -0.859
C -0.479 0.561 -0.823
F 0.268 -0.535 -0.667
F -1.373 0.563 0.188
C -1.283 0.355 -2.145
F -0.443 0.079 -3.146
F -2.148 -0.636 -2.026
F -1.954 1.464 -2.485
C 0.189 5.620 -0.188
O -0.827 6.133 0.158
N 1.369 6.375 -0.470
F 1.702 7.298 0.497
C 2.441 5.552 -0.884
O 3.534 5.923 -1.144
H 2.061 0.336 -2.805
H 3.467 0.828 -1.905
H 2.336 -0.249 -1.141
H 3.443 2.998 -1.695
H -2.071 4.173 -0.341
H -2.330 2.446 -0.309
H -1.681 3.293 1.098
C -2.223 -6.088 3.709
F -2.214 -6.644 4.924
F -2.704 -6.991 2.845
F -3.071 -5.052 3.737
S -0.520 -5.558 3.257
O 0.245 -6.773 3.237
O -0.165 -4.586 4.252
N -0.897 -4.969 1.835
S 0.243 -4.326 0.948
O 1.205 -5.245 0.408
O 0.750 -3.062 1.406
C -0.838 -3.900 -0.480
F -1.813 -3.051 -0.126
F -1.418 -4.989 -1.001
F -0.124 -3.317 -1.450
*
```


Computed LUMO energy, in the same sequence as the records: -2.14 0.59 eV.